--- 1 ---
{"formula": "C6H11N", "method": "wB97M-V/def2-TZVPD", "species": ["C", "C", "N", "C", "C", "C", "C", "H", "H", "H", "H", "H", "H", "H", "H", "H", "H", "H"], "positions_angstrom": [[2.31428, -0.84624, -0.66070], [1.04089, -0.42766, -1.45127], [-0.85307, -1.45139, 0.49830], [-0.66305, -0.02074, 0.37407], [0.09762, 0.43112, -0.66268], [-1.64954, 2.11415, 1.38298], [-1.52548, 0.77516, 1.24051], [2.84279, 0.00403, -0.22234], [2.08667, -1.55653, 0.14078], [2.94021, -1.20577, -1.46489], [0.58154, -1.42888, -1.55165], [1.05736, -0.08553, -2.48797], [-1.07836, -1.78617, -0.45870], [-1.62443, -1.61011, 1.13148], [0.24265, 1.51922, -0.56352], [-2.73298, 2.42607, 1.42414], [-0.99607, 2.96778, 1.33881], [-2.08101, 0.18149, 1.99267]], "orbital_gap_ev": 8.1, "e_homo_ev": -7.732, "total_charge": 0}

***

--- 2 ---
{"formula": "C6H11N", "method": "wB97M-V/def2-TZVPD", "species": ["C", "N", "C", "C", "C", "C", "C", "H", "H", "H", "H", "H", "H", "H", "H", "H", "H", "H"], "positions_angstrom": [[-2.04949, 1.16710, -1.52239], [-0.65745, 0.90846, -1.32218], [-0.11984, 0.32450, -0.18236], [0.93304, -0.49960, -0.24904], [1.74952, -0.96333, 0.89322], [2.25217, -2.18567, 1.00987], [-0.65969, 0.75929, 1.15588], [-2.54100, 1.12996, -0.55727], [-2.55251, 0.43710, -2.16990], [-2.19083, 2.15195, -1.95952], [-0.05232, 0.79174, -2.11681], [1.34937, -0.84828, -1.17545], [1.92988, -0.26737, 1.69555], [2.92630, -2.57266, 1.76613], [2.05190, -2.92379, 0.25026], [-1.74396, 0.69327, 1.20078], [-0.28999, 0.11414, 1.94636], [-0.33511, 1.78318, 1.33685]], "orbital_gap_ev": 8.5, "e_homo_ev": -7.502, "total_charge": 0}

***

Which is the most stable structure? 2 is the most stable.

***

--- 1 ---
{"formula": "C21H29N3O2S", "method": "wB97M-V/def2-TZVPD", "species": ["C", "H", "H", "H", "C", "C", "C", "O", "C", "C", "N", "C", "H", "C", "N", "C", "C", "O", "C", "C", "H", "H", "H", "H", "H", "H", "H", "H", "H", "H", "H", "H", "C", "H", "H", "C", "N", "C", "C", "C", "C", "C", "C", "H", "H", "H", "H", "H", "H", "S", "H", "H", "C", "H", "H", "H"], "positions_angstrom": [[-0.08235, 1.66392, 1.12805], [-0.60262, 2.50442, 1.58148], [0.89868, 2.00516, 0.80305], [-0.64931, 1.34841, 0.25804], [0.05597, 0.52054, 2.13345], [-1.31862, 0.10643, 2.64772], [-2.22452, -0.41267, 1.54714], [-3.41947, -0.17713, 1.58088], [-1.58825, -1.27945, 0.56074], [-0.22053, -1.51671, 0.61489], [0.34051, -2.47388, -0.12250], [1.73329, -2.80871, -0.25151], [1.78795, -3.88121, -0.45353], [2.40779, -2.06070, -1.41461], [2.76020, -0.69698, -1.05129], [4.05478, -0.62172, -0.38993], [4.31106, 0.81804, 0.05551], [4.28660, 1.70359, -1.03635], [3.05089, 1.62833, -1.70630], [2.75711, 0.20833, -2.19065], [1.77096, 0.18510, -2.65878], [3.51536, -0.08169, -2.93818], [3.11756, 2.31543, -2.55104], [2.24146, 1.95355, -1.03574], [5.30070, 0.91079, 0.50565], [3.54751, 1.11233, 0.79265], [4.05864, -1.27826, 0.48216], [4.86633, -0.93682, -1.06940], [1.70164, -2.02774, -2.24746], [3.29239, -2.62860, -1.74439], [2.26445, -2.60950, 0.68052], [-0.32299, -3.05410, -0.64583], [0.69901, -0.70364, 1.47536], [1.54278, -0.39146, 0.85578], [1.08255, -1.36562, 2.26000], [-2.48555, -2.01073, -0.32103], [-3.58783, -1.41058, -0.80907], [-3.83549, -0.05033, -0.99749], [-5.14411, 0.41978, -0.94377], [-5.40717, 1.75726, -1.16442], [-4.37566, 2.63536, -1.45452], [-3.07720, 2.16300, -1.54231], [-2.80546, 0.82548, -1.32728], [-1.79903, 0.44591, -1.42947], [-2.27060, 2.83812, -1.78947], [-4.58373, 3.68168, -1.61968], [-6.42328, 2.11821, -1.10615], [-5.94430, -0.26459, -0.70521], [-4.30835, -2.04421, -1.13597], [-2.31359, -3.63257, -0.70105], [-1.82871, 0.93982, 3.13345], [-1.21241, -0.69457, 3.38571], [0.93221, 0.98665, 3.29933], [0.50516, 1.87318, 3.76163], [1.01380, 0.21286, 4.05993], [1.93379, 1.23248, 2.95126]], "orbital_gap_ev": 8.3, "e_homo_ev": -7.973, "total_charge": 0}

***

--- 2 ---
{"formula": "C21H29N3O2S", "method": "wB97M-V/def2-TZVPD", "species": ["C", "N", "S", "O", "O", "N", "H", "C", "C", "C", "C", "C", "N", "C", "H", "H", "C", "C", "C", "C", "C", "C", "C", "H", "H", "C", "C", "C", "C", "C", "C", "H", "H", "H", "H", "H", "H", "H", "H", "H", "H", "H", "H", "H", "H", "H", "H", "H", "H", "C", "H", "H", "H", "H", "H", "H"], "positions_angstrom": [[-1.25544, -4.34439, 0.73637], [-1.32616, -3.36675, -0.32568], [-0.33690, -2.05354, -0.00870], [-0.55032, -1.09105, -1.04634], [-0.44438, -1.62985, 1.35354], [1.13066, -2.83050, -0.19704], [1.29039, -2.94989, -1.18673], [2.25237, -2.18792, 0.46915], [2.54234, -0.77743, -0.04912], [2.95059, -0.76791, -1.52259], [3.20685, 0.67168, -1.95774], [4.26463, 1.31293, -1.05133], [3.98107, 1.23600, 0.36489], [3.65632, -0.10983, 0.77780], [3.38134, -0.09366, 1.83381], [4.57007, -0.71087, 0.67431], [3.19547, 2.30519, 0.96100], [1.69881, 2.24734, 0.76387], [0.89281, 1.59025, 1.68709], [-0.46486, 1.45618, 1.47905], [-1.06134, 1.98042, 0.33533], [-0.26333, 2.67753, -0.56785], [1.09492, 2.81357, -0.35233], [1.69625, 3.36593, -1.06243], [-0.70603, 3.09442, -1.46099], [-2.49771, 1.79739, 0.09090], [-3.10413, 0.57918, 0.39125], [-4.45196, 0.38998, 0.14894], [-5.21746, 1.41387, -0.38498], [-4.62540, 2.63046, -0.67875], [-3.27574, 2.82030, -0.44604], [-2.82352, 3.77732, -0.66383], [-5.21885, 3.43471, -1.09002], [-6.27124, 1.26434, -0.57090], [-4.91332, -0.56094, 0.37679], [-2.49943, -0.22212, 0.78879], [-1.06624, 0.93943, 2.21017], [1.33577, 1.16862, 2.57836], [3.41129, 2.28328, 2.03566], [3.58548, 3.24478, 0.55952], [4.40949, 2.36100, -1.32135], [5.21803, 0.79096, -1.21002], [2.27005, 1.22525, -1.89434], [3.55462, 0.70060, -2.99247], [2.15503, -1.19386, -2.13852], [3.85718, -1.36668, -1.65744], [1.61721, -0.20356, 0.05541], [3.12527, -2.83776, 0.35654], [1.97640, -2.13886, 1.52448], [-2.67260, -3.00758, -0.71789], [-3.12559, -3.84884, -1.24306], [-3.29472, -2.74214, 0.14417], [-2.60137, -2.15232, -1.38487], [-0.20394, -4.52967, 0.93754], [-1.73684, -5.26422, 0.40692], [-1.73706, -3.98381, 1.65185]], "orbital_gap_ev": 8.6, "e_homo_ev": -7.924, "total_charge": 0}

***

Which is the most stable structure? 1 is the most stable.

***

--- 1 ---
{"formula": "C6H12N2", "method": "wB97M-V/def2-TZVPD", "species": ["C", "C", "C", "C", "C", "N", "C", "N", "H", "H", "H", "H", "H", "H", "H", "H", "H", "H", "H", "H"], "positions_angstrom": [[-0.74057, -1.00119, 0.42562], [1.38858, 2.11987, -1.23386], [0.82375, 1.38455, -0.01488], [-1.00367, -0.61988, 1.85028], [0.42687, -1.90267, 0.15930], [-1.59814, -0.84037, -0.53041], [0.42155, 1.13603, -1.64318], [-0.35421, 0.51351, -2.33807], [-2.43225, -0.32607, -0.25729], [-1.07857, -0.21145, -1.62704], [2.42324, 1.91551, -1.49399], [1.12496, 3.16435, -1.37301], [1.51727, 0.75553, 0.52670], [0.12194, 1.93677, 0.59671], [-0.13829, -0.10165, 2.26734], [0.17012, -2.92162, 0.46216], [0.66870, -1.91947, -0.90068], [-1.16844, -1.51726, 2.45278], [-1.87491, 0.02654, 1.94319], [1.30206, -1.59102, 0.72834]], "orbital_gap_ev": 8.2, "e_homo_ev": -7.389, "total_charge": 0}

***

--- 2 ---
{"formula": "C6H12N2", "method": "wB97M-V/def2-TZVPD", "species": ["C", "C", "H", "H", "H", "H", "H", "H", "C", "C", "C", "C", "N", "N", "H", "H", "H", "H", "H", "H"], "positions_angstrom": [[-0.65785, -2.44906, -1.82839], [-0.53582, -1.57420, -3.07478], [-0.19263, -1.99797, -0.94881], [-1.65911, -2.52180, -1.37951], [-0.33085, -3.47765, -1.95770], [-1.39259, -1.72297, -3.74660], [0.31845, -1.94253, -3.63249], [-0.69762, -0.53267, -2.80291], [-0.81525, 2.40095, 2.64210], [0.74922, -0.27462, 0.94196], [0.02309, 1.61824, 1.68678], [1.26643, 1.85811, 1.19178], [-0.26624, 0.27080, 1.55644], [1.72720, 0.64788, 0.70849], [0.87308, -1.29097, 0.61584], [2.63821, 0.49532, 0.30965], [1.87274, 2.71976, 0.97324], [-0.39413, 2.25686, 3.64272], [-1.83569, 2.03889, 2.59409], [-0.69064, 3.47763, 2.50810]], "orbital_gap_ev": 9.5, "e_homo_ev": -8.620, "total_charge": 0}

***

--- 3 ---
{"formula": "C6H12N2", "method": "wB97M-V/def2-TZVPD", "species": ["C", "C", "C", "C", "C", "C", "H", "H", "H", "H", "H", "H", "H", "H", "H", "H", "H", "H", "N", "N"], "positions_angstrom": [[-2.52086, -0.96759, 0.62737], [-1.09640, -0.81013, 1.16361], [-0.40052, 0.53024, 0.78031], [1.09467, 0.85159, 1.35153], [1.46493, 1.22641, -0.05316], [0.87653, -0.82587, -2.33740], [-2.69873, -1.86359, 0.01728], [-3.17492, -0.89808, 1.46976], [-2.74786, -0.04842, 0.00196], [-1.02602, -0.92995, 2.23283], [-0.40403, -1.42789, 0.55948], [-1.00239, 1.43159, 1.09705], [1.54033, -0.00693, 1.78692], [1.19840, 1.74780, 1.89611], [1.67849, 2.30114, -0.26381], [2.28640, 0.53717, -0.58122], [1.00075, -0.02975, -3.08330], [0.49107, -1.86977, -2.71436], [0.23764, 0.72078, -0.59002], [0.66928, -0.57380, -1.06887]], "orbital_gap_ev": 9.1, "e_homo_ev": -8.338, "total_charge": 0}

***

Which is the most stable structure? 2 is the most stable.